Density functional theory data (ωB97M-V/def2-TZVPD) for C42H121Al2B4N7O14 as an isolated structure in a non-equilibrium geometry.

Values from the calculation:
* total charge: +2
* DFT total energy: -3692.0344 Eh
* highest occupied orbital energy: -11.10 eV
* LUMO: -9.3 eV
* Kohn-Sham gap: 0.0674 hartree
* max |F|: 5.460 eV Å⁻¹

Element x y z (Å)
Al  -0.73587  3.51808  -1.37022
Al  0.96604  -1.20737  -1.98487
B  1.70170  1.59901  -0.90570
H  1.04257  1.48059  -1.75173
H  1.37656  2.49548  -0.40085
H  1.56389  0.77268  -0.22568
H  2.69481  1.69585  -1.31631
B  -1.40292  0.41864  -0.56745
H  -0.70696  1.15838  -0.20323
H  -1.17204  0.22827  -1.60413
H  -1.15021  -0.52011  -0.09935
H  -2.40883  0.79940  -0.48137
B  -0.11064  1.37308  -4.02121
H  0.79412  0.78518  -4.01613
H  -0.78890  0.91050  -3.32105
H  0.12776  2.35655  -3.64678
H  -0.46510  1.27440  -5.03553
B  -1.55896  6.43860  -1.12433
H  -1.76501  5.74905  -0.32040
H  -0.50215  6.65627  -1.12809
H  -1.88089  6.02473  -2.06737
H  -2.17902  7.29416  -0.90574
C  3.91427  -2.94515  -4.36822
O  2.91521  -1.97510  -4.27162
C  2.52491  -1.49606  -5.59421
C  1.10848  -2.00116  -5.96327
N  0.16837  -1.45129  -5.03030
C  -1.15531  -2.01292  -5.26568
C  -2.11154  -1.58850  -4.17510
O  -1.81488  -1.85188  -2.78937
C  -3.01767  -2.11577  -2.13070
H  4.63718  -2.61751  -5.11532
H  3.59795  -3.91747  -4.74589
H  4.37192  -3.10546  -3.39203
H  3.14137  -1.70040  -6.46961
H  2.43885  -0.40986  -5.56470
H  1.10531  -3.09064  -5.92973
H  0.82544  -1.74368  -6.98391
H  0.01677  -0.46175  -5.16425
H  -1.05536  -3.09014  -5.39872
H  -1.61107  -1.76102  -6.22325
H  -3.01863  -2.07377  -4.53540
H  -2.29050  -0.51751  -4.27028
H  -3.62601  -2.90134  -2.57893
H  -3.64574  -1.25789  -1.89057
H  -2.91343  -2.50908  -1.11949
C  2.71054  -7.18918  -6.00457
O  2.32889  -6.09895  -5.12547
C  2.20280  -6.38677  -3.79019
C  2.17870  -5.24597  -2.70493
N  1.02876  -4.34561  -2.78653
C  -0.11332  -5.04049  -2.20586
C  -0.28708  -4.83042  -0.62823
O  -0.64213  -3.42920  -0.38509
C  -1.23764  -3.35406  0.86491
H  2.12714  -8.09872  -5.86139
H  3.72033  -7.55294  -5.81452
H  2.58810  -6.98510  -7.06827
H  3.06412  -6.98861  -3.50034
H  1.23918  -6.89176  -3.72292
H  3.10258  -4.67401  -2.79096
H  2.25098  -5.72737  -1.72967
H  0.87360  -4.23945  -3.77887
H  -0.12562  -6.12017  -2.35503
H  -0.96734  -4.78391  -2.83269
H  0.69819  -4.86958  -0.16369
H  -1.04400  -5.51830  -0.25142
H  -1.55440  -2.32579  1.03929
H  -0.67001  -3.72572  1.71800
H  -2.13915  -3.94963  1.00874
C  5.53309  2.83711  8.48021
O  4.42386  3.13566  9.33938
C  3.07123  2.92478  8.79527
C  2.64792  1.42535  8.99285
N  1.23455  1.13582  8.83864
C  0.75081  0.66366  7.56415
C  -0.47326  1.50913  7.12978
O  -0.81317  1.25511  5.73131
C  -1.37292  0.03261  5.39385
H  6.33687  3.24176  9.09526
H  5.57126  3.29868  7.49350
H  5.68520  1.79004  8.21827
H  3.07177  3.18780  7.73748
H  2.25954  3.48749  9.25636
H  2.95656  1.12605  9.99448
H  3.15123  0.70597  8.34689
H  0.64351  1.82890  9.27500
H  0.45659  -0.38492  7.60899
H  1.59893  0.66277  6.87947
H  -0.12557  2.54127  7.17344
H  -1.37824  1.37179  7.72159
H  -1.38275  -0.10882  4.31311
H  -2.28840  -0.17954  5.94612
H  -0.65938  -0.71101  5.74879
C  -3.80575  2.10671  -3.19290
O  -3.56180  2.93400  -2.09228
C  -4.43507  2.83612  -0.95666
C  -3.96161  3.55740  0.38906
N  -2.77582  2.98132  0.83388
C  -2.36620  3.37187  2.17851
C  -1.04647  2.74085  2.65468
O  -0.04322  3.13138  1.82967
C  1.20664  2.74222  2.40287
H  -4.84307  2.20713  -3.51225
H  -3.66051  1.03491  -3.05784
H  -3.25957  2.43039  -4.07890
H  -4.50877  1.75953  -0.80292
H  -5.41706  3.18775  -1.27313
H  -4.70618  3.42890  1.17467
H  -3.99947  4.64481  0.32424
H  -2.88683  1.98742  0.97508
H  -3.00341  2.93535  2.94761
H  -2.33144  4.45278  2.31464
H  -1.12097  1.65531  2.59009
H  -0.92687  3.23529  3.61869
H  1.26519  1.66286  2.26267
H  1.22621  2.93472  3.47556
H  2.07061  3.27454  2.00500
C  4.15221  1.09824  -3.26717
O  3.76547  -0.07013  -2.54775
C  4.90200  -0.59805  -1.85169
C  4.50234  -1.39445  -0.58185
N  3.84075  -2.63588  -0.93139
C  3.42868  -3.41947  0.26313
C  2.68554  -2.73818  1.41408
O  1.50825  -1.96630  1.07180
C  1.04008  -1.27985  2.28071
H  3.31391  1.66945  -3.66599
H  4.80211  0.76499  -4.07629
H  4.63352  1.85120  -2.64307
H  5.64261  0.09991  -1.46125
H  5.45347  -1.09609  -2.64914
H  3.93101  -0.85827  0.17590
H  5.40007  -1.50789  0.02586
H  4.54786  -3.19584  -1.38586
H  4.42211  -3.78547  0.52247
H  2.91295  -4.36245  0.08173
H  3.36228  -1.92000  1.66043
H  2.58611  -3.51239  2.17488
H  0.16735  -0.64930  2.11085
H  1.91372  -0.73072  2.63185
H  0.79846  -1.93185  3.12013
C  0.92126  6.00408  1.48989
O  1.19716  5.20480  0.31117
C  2.38352  5.55591  -0.39358
C  2.63258  4.94373  -1.75350
N  1.43036  5.31875  -2.46960
C  1.61387  4.89896  -3.90849
C  0.33297  5.14370  -4.73578
O  -0.82985  4.41790  -4.21926
C  -1.95729  4.89699  -4.99535
H  0.85247  7.02288  1.10854
H  1.61156  5.81044  2.31092
H  -0.09841  5.69408  1.71849
H  3.20328  5.33697  0.29064
H  2.50059  6.63758  -0.45974
H  2.75423  3.86159  -1.70568
H  3.50979  5.35817  -2.25033
H  1.18603  6.29286  -2.36225
H  1.72450  3.81552  -3.86352
H  2.39927  5.44886  -4.42699
H  0.54271  4.62967  -5.67380
H  0.19474  6.20339  -4.95036
H  -1.88422  4.57732  -6.03486
H  -2.23571  5.94282  -4.86569
H  -2.83628  4.37979  -4.61067
C  -6.61063  -0.95016  0.20537
O  -6.63270  -0.56974  1.69002
C  -6.12597  -1.60848  2.53546
C  -4.68841  -2.01772  2.20304
N  -3.95328  -2.41837  3.39191
C  -4.44986  -3.53317  4.11624
C  -3.34619  -4.11484  4.99558
O  -2.20673  -4.46831  4.22369
C  -2.19486  -5.89010  3.89379
H  -7.38148  -1.69561  0.00990
H  -5.65629  -1.22660  -0.24286
H  -6.98668  -0.03426  -0.25048
H  -6.82600  -2.43411  2.66348
H  -6.19535  -1.34048  3.58972
H  -4.07557  -1.27452  1.69296
H  -4.67247  -2.86392  1.51616
H  -2.96268  -2.35393  3.20576
H  -4.73078  -4.42137  3.55029
H  -5.27255  -3.40750  4.82016
H  -3.70998  -4.98879  5.53592
H  -2.96383  -3.32234  5.63888
H  -3.15488  -6.11206  3.42775
H  -1.90371  -6.54855  4.71219
H  -1.44736  -5.97779  3.10534

Force components x, y, z for each atom (eV/Å):
0.1 1.1 0.6
-0.8 1.2 -0.7
0.5 -0.4 -1.1
-2.5 -0.6 -4.0
-1.8 3.7 2.5
-0.3 -3.6 3.3
3.5 0.3 -1.2
-0.3 -0.2 0.6
3.1 3.2 1.3
1.2 -0.4 -4.8
0.8 -3.5 2.8
-3.9 0.5 0.0
-1.2 -0.2 0.1
4.3 -2.3 0.8
-2.6 -1.8 2.3
1.2 4.3 1.5
-1.6 0.3 -3.9
1.7 -0.8 -1.2
-0.7 -3.3 4.3
3.8 0.7 0.0
-1.2 -1.4 -4.3
-2.9 2.8 1.0
0.9 -0.6 -0.6
-0.9 0.5 -1.7
-1.7 0.3 0.0
1.6 0.0 0.6
-1.3 -0.8 0.1
0.7 -0.8 1.3
-0.8 0.4 -0.6
0.4 -0.6 -1.5
-1.2 -0.7 2.0
0.5 0.1 0.3
-0.5 -0.1 0.0
0.0 0.3 -0.2
0.8 -0.5 0.6
0.2 0.1 0.4
-0.1 -0.2 0.2
0.2 0.3 -0.3
0.7 0.7 0.3
0.0 -0.3 0.6
0.1 0.8 -0.2
-0.5 -0.2 0.8
0.1 0.2 0.0
0.1 0.2 -0.7
0.1 0.6 -0.8
1.1 -0.1 0.0
-0.1 -0.7 0.8
0.5 1.4 -2.4
-0.3 -0.7 1.4
1.4 0.2 -1.3
0.3 -0.6 0.6
-1.4 0.1 1.1
0.6 2.2 -2.6
-0.1 -1.6 -0.8
-1.1 0.7 1.5
-0.6 0.1 0.5
0.3 0.5 0.1
0.0 0.9 0.3
-0.2 -0.6 0.4
0.1 -0.8 0.7
-0.1 0.1 0.0
-0.4 -0.1 -0.1
-0.2 0.6 -0.2
0.7 -0.3 0.0
-0.5 0.6 0.8
0.0 -1.0 0.2
0.2 0.1 0.2
0.3 0.1 0.0
0.9 0.3 -0.1
-0.5 -0.3 -0.8
-0.1 0.3 0.6
-1.9 0.0 -1.0
1.2 -1.9 -0.4
0.1 0.1 0.2
0.0 0.2 0.5
-0.7 0.0 0.5
0.9 -0.8 -1.9
0.3 2.1 0.2
1.2 -1.1 1.3
0.4 -0.4 -0.4
-0.6 0.8 0.0
-0.2 -0.4 0.7
0.0 0.1 -0.2
0.7 0.6 0.6
0.1 0.2 0.2
0.4 0.3 -0.2
0.0 -0.1 0.0
-0.1 -0.3 0.3
-0.3 0.5 -0.6
-0.4 0.1 -0.1
0.2 -0.1 0.4
-0.6 0.4 0.0
-0.5 0.1 -0.5
0.0 -0.7 -0.1
-1.3 -0.3 -0.9
2.0 1.4 0.9
-0.1 -0.4 0.3
-2.4 -0.1 -2.1
2.8 -0.1 0.9
0.9 -0.1 0.7
-1.9 1.1 -0.8
2.3 1.1 -1.0
-0.2 -0.3 0.1
-0.4 0.1 0.2
0.4 0.0 0.6
0.5 0.1 0.5
-0.2 -0.1 0.6
-0.1 0.2 0.2
-0.8 -0.6 -0.2
1.0 0.1 -0.5
0.0 -0.5 -1.0
-1.0 0.3 -0.1
0.0 0.0 -0.2
-0.2 -0.4 0.9
0.2 -1.0 0.6
0.6 -0.1 0.0
-0.3 0.1 0.2
-0.4 -0.1 -0.6
-0.1 0.2 -0.3
0.1 0.7 1.2
-0.6 -0.1 0.6
0.4 0.4 -0.6
-1.8 0.3 0.4
0.2 -0.7 -0.5
1.3 1.9 -1.2
-0.7 -1.2 0.5
1.0 -0.2 -0.2
-0.5 -0.7 -0.1
0.2 0.3 -0.2
0.4 -0.3 0.3
-0.5 1.0 -0.2
0.2 -1.0 0.4
-0.7 0.6 -0.9
0.7 -0.7 -0.3
-0.3 -0.2 -0.5
-0.1 -0.1 1.7
-0.3 0.2 -1.1
0.4 -0.4 1.3
-0.5 0.4 0.3
0.3 0.0 -0.6
-0.2 0.6 0.1
-0.1 -0.7 -0.3
-0.8 -0.5 -1.9
0.2 -0.7 -0.9
1.7 0.5 2.2
-1.4 0.5 1.2
0.0 -2.4 -2.5
-2.7 0.5 1.0
0.6 -1.7 0.2
0.2 2.3 -0.6
-1.0 -1.2 0.9
0.3 0.3 0.6
0.1 0.2 -0.1
0.2 0.1 0.5
0.5 -0.4 0.0
-0.6 0.4 -0.3
-0.2 0.0 -0.1
0.3 0.2 0.3
-0.2 0.1 0.1
0.6 0.1 -0.2
0.4 -0.2 0.2
0.1 0.3 -0.4
-0.6 0.0 0.4
0.4 0.3 -0.1
0.8 0.2 -0.1
0.1 -0.2 0.1
-1.3 1.2 2.1
0.8 -1.3 -2.0
-0.1 0.3 0.2
0.2 -0.9 0.4
-0.6 1.4 -0.1
1.2 -1.9 1.0
0.5 0.8 -0.2
0.4 -1.6 -0.1
0.2 1.7 -0.9
0.2 -0.3 0.2
0.2 0.0 0.6
0.3 0.0 -0.1
-0.1 -0.7 -1.2
0.5 1.3 0.0
-0.5 0.6 0.1
-0.4 -0.3 -0.5
-0.1 -0.8 0.4
-0.4 0.1 -1.0
-0.3 0.9 -0.2
-0.1 0.2 0.3
-0.3 -0.1 0.5
-0.1 -0.5 0.3
-0.3 0.2 0.2
0.1 -0.1 0.0